A molecular structure, Ag2F6V2 at a distorted geometry, computed with the ωB97M-V functional and the def2-TZVPD basis.

XYZ file:
```
10
Properties=species:S:1:pos:R:3:mulliken_spin:R:1
Ag 0.15037 1.01762 -1.26056 0.61
Ag 2.16504 0.67620 1.32057 0.37
V 0.47552 -2.06888 0.22078 2.98
V -2.13680 -0.28876 0.36739 2.97
F 1.71456 2.28843 -0.05515 0.59
F 1.81711 -0.47942 -0.58937 0.06
F -1.28668 -2.00561 1.22267 0.02
F -1.89446 1.40887 -0.93065 0.30
F -0.80208 -1.07656 -1.26358 0.05
F -0.20258 0.52812 0.96791 0.05
```

Values from the calculation:
- charge = +2
- LUMO energy (alpha / beta) (Eh) = -0.355 / -0.490
- HOMO level (alpha / beta) (eV) = -17.76 / -20.35
- spin multiplicity = 9

A molecular structure, Ag4F at a distorted geometry, computed with the ωB97M-V functional and the def2-TZVPD basis.

XYZ file:
```
5
Properties=species:S:1:pos:R:3:mulliken_spin:R:1
Ag 1.02705 -2.25656 0.22197 0.12
Ag 1.87951 1.01348 0.43504 0.06
Ag -1.42007 0.10960 1.90742 0.01
Ag -1.37516 1.23141 -2.09625 0.40
F -0.11132 -0.09793 -0.46819 0.40
```

Values from the calculation:
- charge = +4
- LUMO energy (alpha / beta) (Eh) = -0.717 / -0.898
- HOMO level (alpha / beta) (eV) = -29.84 / -29.60
- spin multiplicity = 2

A molecular structure, AgBrGaH3IOP at a distorted geometry, computed with the ωB97M-V functional and the def2-TZVPD basis.

XYZ file:
```
9
Properties=species:S:1:pos:R:3:mulliken_spin:R:1
I -2.93631 -1.24520 -0.43911 0.90
Ag 1.37680 -2.11442 1.62959 0.00
Br -1.77120 2.52029 -0.99670 0.10
Ga -1.14422 0.55834 0.20798 -0.02
P 1.04424 -0.03264 -0.44141 0.00
O 1.86650 1.23562 -0.48277 0.00
H -1.16110 0.73546 1.78745 0.02
H 1.06358 -0.62714 -1.73854 0.00
H 1.66170 -1.03032 0.47350 0.00
```

Values from the calculation:
- charge = +1
- LUMO energy (alpha / beta) (Eh) = -0.239 / -0.311
- HOMO level (alpha / beta) (eV) = -13.13 / -13.08
- spin multiplicity = 2

Taking the records one at a time from the top gives molecular weight values of 431.6; 450.5; 434.4 g/mol.